Entry 1:
One molecule with the formula C4H12N2S in a non-equilibrium geometry, computed with ωB97M-V/def2-TZVPD.

```
19
Properties=species:S:1:pos:R:3
N -1.179 -1.649 -0.324
C -0.489 -1.099 0.825
C 0.806 -0.374 0.456
N 1.722 -0.206 1.604
C 0.578 1.012 -0.138
C -0.044 0.986 -1.538
S -1.820 1.379 -1.627
H -2.116 -1.287 -0.399
H -1.029 -2.635 -0.437
H -1.101 -0.384 1.389
H -0.305 -1.868 1.594
H 1.347 -1.004 -0.262
H 1.427 0.597 2.149
H 1.691 -1.012 2.225
H 1.585 1.416 -0.239
H 0.038 1.638 0.572
H 0.110 0.035 -2.012
H 0.449 1.750 -2.144
H -1.671 2.706 -1.694
```

Values from the calculation:
HOMO = -8.864 eV
energy above the lowest of the compared OMol25 structures with the same formula, charge and spin = 20.5 kJ/mol
structure (SMILES) = NC[C@H](N)CCS
F_max = 0.0234 hartree/bohr
M = 120.2 g/mol
DFT total energy = -667.2871 Ha



Entry 2:
C22H42Cl3CrN2O4SSi as an isolated structure in a non-equilibrium geometry, computed with ωB97M-V/def2-TZVPD.

```
76
Properties=species:S:1:pos:R:3
C -2.275 -2.511 -4.069
C -1.308 -2.892 -3.001
H -2.096 -2.977 -5.043
H -2.171 -1.432 -4.154
H -3.351 -2.630 -3.842
C -0.783 -4.182 -2.929
C -0.677 -5.115 -4.077
H -0.870 -4.674 -1.962
H -0.123 -4.652 -4.892
H -1.546 -5.618 -4.529
H -0.048 -5.913 -3.676
Cr -0.045 1.386 1.414
Cl -2.304 1.845 1.952
Cl 0.523 3.916 -0.850
H 1.283 6.222 4.421
H -1.006 6.648 4.020
C 1.437 5.530 3.593
C -0.918 6.133 3.058
N 0.123 5.113 3.139
H 1.994 4.666 3.969
C -0.085 3.924 2.588
O 0.749 2.974 2.552
H -1.856 5.617 2.798
H -1.102 3.803 2.150
H 1.998 6.060 2.812
H -0.667 6.888 2.297
H 1.833 -0.668 -2.719
H 2.777 -3.276 -1.143
C 2.841 -0.660 -2.288
C 3.434 -2.466 -0.800
N 2.756 -1.189 -0.938
H 3.323 0.323 -2.282
C 2.431 -0.439 0.157
O 2.149 0.776 0.194
H 3.718 -2.625 0.243
H 2.386 -1.050 1.085
H 3.428 -1.346 -2.903
H 4.307 -2.424 -1.460
O -0.435 -1.625 -2.585
C -1.427 -2.047 -1.721
C 0.258 -3.041 0.150
C -1.019 -2.656 -0.347
H 1.106 -2.632 -0.391
C 0.423 -3.744 1.359
H -2.236 -1.281 -1.715
C -2.071 -2.845 0.608
H 1.429 -4.068 1.661
C -0.681 -4.070 2.155
C -1.921 -3.541 1.799
H -2.979 -2.277 0.438
H -0.596 -4.716 3.037
H -2.773 -3.668 2.476
Si -0.244 2.723 -2.464
Cl -0.772 -0.384 0.452
C 1.408 1.830 -2.571
C -1.993 2.916 -1.715
C -0.620 3.281 -4.193
H 1.802 1.582 -1.566
H 2.163 2.514 -3.021
H 1.369 0.938 -3.209
H 0.029 2.776 -4.930
H -0.427 4.360 -4.099
H -1.683 3.058 -4.407
H -2.081 2.824 -0.626
H -2.789 2.318 -2.168
H -2.185 3.975 -1.970
C 0.660 -1.674 4.538
S -0.491 -0.747 3.517
C -1.080 0.418 4.762
O 0.566 0.090 2.733
H 0.166 -1.854 5.497
H 1.586 -1.092 4.642
H 0.862 -2.626 4.032
H -0.303 1.180 4.928
H -1.991 0.879 4.356
H -1.286 -0.157 5.673
```

Values from the calculation:
HOMO (spin up / spin down) = -1.324 / -1.326 eV
energy above the lowest of the compared OMol25 structures with the same formula, charge and spin = 623.2 kJ/mol
F_max = 0.0544 hartree/bohr
M = 617.1 g/mol
net charge = -1
2S+1 = 5
DFT total energy = -4386.6356 Ha



Entry 3:
C4H4N5O3 as an isolated structure in a non-equilibrium geometry, computed with ωB97M-V/def2-TZVPD.

```
16
Properties=species:S:1:pos:R:3
C -0.565 -0.812 -1.240
C -1.257 0.207 0.383
C 0.782 -0.565 -1.052
C 2.257 0.643 0.458
N -1.798 -2.316 -2.557
N -1.343 -1.592 -1.845
N -0.120 0.599 0.831
N 0.918 0.198 0.179
N -2.549 0.322 0.978
O -2.619 0.871 2.073
O 1.789 -0.836 -1.630
O -3.447 -0.257 0.443
H 2.531 0.721 1.504
H 2.948 -0.041 0.207
H 2.420 1.490 -0.169
H 0.054 1.369 1.436
```

Values from the calculation:
HOMO (spin up / spin down) = -14.809 / -14.809 eV
energy above the lowest of the compared OMol25 structures with the same formula, charge and spin = 213.6 kJ/mol
F_max = 0.1484 hartree/bohr
M = 170.1 g/mol
net charge = +1
DFT total energy = -653.7296 Ha



Entry 4:
One molecule with the formula C3H5ClFNOS in a non-equilibrium geometry, computed with ωB97M-V/def2-TZVPD.

```
13
Properties=species:S:1:pos:R:3
O -1.988 1.509 -1.544
C -0.935 0.546 -1.966
C -0.111 0.203 -0.774
N 1.150 0.381 -0.942
S 2.225 -0.125 0.368
C -0.899 -0.012 0.510
F -0.379 1.047 1.410
Cl -0.487 -1.721 1.092
H -1.673 2.389 -1.123
H -1.690 -0.184 -2.591
H -0.388 0.632 -2.836
H 1.324 -0.252 1.361
H -1.961 0.101 0.373
```

Values from the calculation:
HOMO = -9.230 eV
energy above the lowest of the compared OMol25 structures with the same formula, charge and spin = 169.5 kJ/mol
structure (SMILES) = OC/C(=N/S)[C@H](F)Cl
F_max = 0.1002 hartree/bohr
M = 157.6 g/mol
DFT total energy = -1205.4454 Ha



Entry 5:
A 2-piece molecular cluster, C6H14N2O2 overall in a non-equilibrium geometry, computed with ωB97M-V/def2-TZVPD.

```
24
Properties=species:S:1:pos:R:3
C 0.307 1.437 -2.411
C -0.576 -2.299 -1.990
C -0.305 0.085 -2.004
O -1.254 0.051 -1.226
N 0.245 -1.200 -2.377
H 1.213 1.456 -1.794
H 0.497 -1.454 -3.349
H -1.615 -2.331 -2.546
H 0.470 1.590 -3.413
H -0.368 2.263 -2.097
H -0.080 -3.376 -1.975
H -0.833 -2.085 -0.855
C -0.997 1.951 2.885
C 1.352 -0.918 1.392
C 0.542 -0.137 2.498
O 0.531 -0.434 3.659
N -0.008 1.151 2.045
H -0.261 0.992 1.125
H -0.373 2.799 3.238
H 2.228 -1.456 1.827
H -1.772 2.470 2.263
H -1.605 1.415 3.699
H 0.848 -1.653 0.773
H 1.814 -0.315 0.635
```

Values from the calculation:
HOMO (spin up / spin down) = -12.464 / -12.425 eV
energy above the lowest of the compared OMol25 structures with the same formula, charge and spin = 330.5 kJ/mol
F_max = 0.0860 hartree/bohr
M = 146.2 g/mol
net charge = +1
2S+1 = 2
DFT total energy = -496.6059 Ha



Entry 6:
C44H61LuN3O5SSe as an isolated structure in a non-equilibrium geometry, computed with ωB97M-V/def2-TZVPD.

```
116
Properties=species:S:1:pos:R:3
Lu 1.677 1.220 0.625
C -6.611 0.642 -0.191
C -5.922 1.678 0.687
C -6.325 3.185 0.318
C -6.298 1.480 2.139
C -4.396 1.535 0.588
C -3.550 1.593 1.691
C -2.231 1.484 1.498
Se -0.930 1.439 2.967
C -0.775 -0.400 3.219
C -1.683 -1.032 4.011
C -1.539 -2.359 4.355
C -0.310 -3.011 3.950
C 0.577 -2.433 3.017
C 0.386 -1.044 2.700
O 1.285 -0.476 1.890
C 1.432 -3.316 2.163
C 2.869 -2.919 2.453
C 1.070 -3.059 0.655
C 1.243 -4.811 2.469
C -2.575 -3.216 4.984
C -3.726 -2.337 5.559
C -3.124 -4.248 3.943
C -1.902 -4.008 6.139
C -1.648 1.404 0.233
O -0.341 1.227 0.166
C -2.466 1.395 -0.911
C -3.842 1.402 -0.711
C -1.909 1.419 -2.356
C -1.030 2.638 -2.595
C -2.949 1.464 -3.515
C -0.966 0.186 -2.639
H -7.545 0.434 0.322
H -6.017 -0.343 -0.087
H -6.686 1.033 -1.214
H -7.295 3.462 0.535
H -6.112 3.455 -0.709
H -5.676 3.745 0.976
H -7.359 1.452 2.268
H -5.882 2.347 2.757
H -5.918 0.531 2.505
H -3.780 1.646 2.759
H -2.542 -0.433 4.302
H -0.261 -4.104 4.140
H 2.956 -1.828 2.341
H 3.527 -3.568 1.796
H 3.000 -3.132 3.546
H 1.282 -2.036 0.253
H 0.031 -3.292 0.469
H 1.686 -3.764 0.052
H 1.575 -5.045 3.514
H 1.856 -5.389 1.792
H 0.170 -5.073 2.282
H -4.325 -1.926 4.711
H -3.398 -1.529 6.171
H -4.471 -2.885 6.099
H -3.650 -3.877 3.077
H -3.752 -4.990 4.431
H -2.265 -4.688 3.491
H -1.240 -3.322 6.740
H -1.417 -4.810 5.584
H -2.631 -4.473 6.743
H -4.507 1.404 -1.550
H -1.541 3.522 -2.205
H -0.965 3.011 -3.596
H -0.022 2.588 -2.261
H -3.605 2.332 -3.443
H -3.645 0.617 -3.567
H -2.394 1.631 -4.481
H -0.299 -0.081 -1.841
H -0.362 0.403 -3.507
H -1.513 -0.765 -2.804
C 3.390 4.735 -4.561
C 2.177 3.714 -4.406
N 2.501 2.311 -4.231
C 2.646 1.524 -5.457
C 1.483 0.688 -5.956
C 2.695 1.727 -3.038
S 2.888 2.680 -1.598
N 2.783 0.389 -3.122
C 2.961 -0.393 -2.022
O 2.452 -0.316 -0.901
C 3.801 -1.639 -2.167
C 4.158 -2.345 -1.139
C 4.941 -3.516 -1.287
C 5.420 -3.977 -2.453
C 4.971 -3.213 -3.586
C 4.239 -2.077 -3.441
H 3.053 5.773 -4.502
H 4.019 4.649 -5.475
H 4.039 4.556 -3.746
H 1.570 3.857 -5.266
H 1.628 3.947 -3.479
H 3.535 0.910 -5.317
H 2.882 2.179 -6.329
H 1.214 -0.203 -5.361
H 1.667 0.331 -6.994
H 0.564 1.280 -6.001
H 3.760 -2.158 -0.089
H 5.082 -4.120 -0.421
H 6.113 -4.805 -2.569
H 5.299 -3.548 -4.585
H 3.949 -1.360 -4.264
N 5.511 1.960 2.919
C 4.274 2.061 2.319
O 3.905 1.201 1.504
C 3.352 3.114 2.804
C 2.207 3.328 1.866
H 6.110 1.313 2.449
H 5.846 2.750 3.522
H 3.993 3.934 3.070
H 3.007 2.788 3.799
H 2.402 4.202 1.207
H 1.371 3.723 2.516
O 4.023 4.227 -7.634
C 3.618 4.839 -8.473
```

Values from the calculation:
HOMO = -4.554 eV
F_max = 0.1149 hartree/bohr
M = 998.0 g/mol
net charge = -1
DFT total energy = -6289.0199 Ha



Entry 7:
C2H5MgO3Tl as an isolated structure in a non-equilibrium geometry, computed with ωB97M-V/def2-TZVPD.

```
12
Properties=species:S:1:pos:R:3
O -1.065 -0.555 -1.656
C -2.024 0.023 -0.823
C -1.645 -0.031 0.666
O -0.292 0.296 0.783
Tl 1.306 0.830 1.657
H -3.019 -0.450 -0.947
H -2.142 1.094 -1.096
H -1.795 -1.045 1.086
H -2.291 0.655 1.242
Mg 0.637 -0.450 -0.804
O 2.267 0.000 0.124
H 3.199 -0.060 -0.074
```

Values from the calculation:
HOMO (spin up / spin down) = -12.560 / -12.551 eV
F_max = 0.1355 hartree/bohr
M = 305.7 g/mol
net charge = +1
2S+1 = 2
DFT total energy = -677.2068 Ha



Entry 8:
C12H26IrNO5P2S as an isolated structure in a non-equilibrium geometry, computed with ωB97M-V/def2-TZVPD.

```
48
Properties=species:S:1:pos:R:3
Ir -0.138 -0.035 0.126
P 1.603 -1.332 0.785
C 1.740 -2.615 -0.524
C 0.406 -2.843 -1.155
N -0.455 -1.811 -1.146
C -1.526 -1.769 -1.975
C -1.874 -2.902 -2.693
C -1.074 -4.027 -2.645
C 0.095 -3.986 -1.902
C -2.247 -0.452 -2.140
P -1.074 0.883 -1.653
H 0.783 -4.814 -1.762
H -2.747 -2.842 -3.355
H -1.316 -4.938 -3.198
H -2.534 -0.328 -3.191
H -3.147 -0.397 -1.506
H 2.281 -2.150 -1.282
H 2.144 -3.573 -0.154
H 2.824 -0.642 -2.277
O 2.969 -1.686 -2.536
H 3.864 -2.101 -2.368
H 1.165 0.530 -1.069
O 2.315 0.525 -1.975
H 2.967 1.197 -2.189
C -0.213 1.372 -3.183
H -0.890 1.342 -4.051
H 0.190 2.386 -3.040
H 0.630 0.678 -3.310
C -2.171 2.263 -1.218
H -1.560 3.127 -0.925
H -2.813 2.555 -2.064
H -2.811 2.012 -0.359
C 1.169 -2.067 2.361
H 1.707 -3.014 2.516
H 1.477 -1.308 3.095
H 0.075 -2.203 2.376
C 3.190 -0.494 0.928
H 3.071 0.126 1.837
H 3.995 -1.245 1.041
H 3.309 0.137 0.022
C -1.206 0.758 3.954
S -1.725 0.800 2.238
O -2.983 1.496 2.099
O -0.564 1.516 1.512
O -1.646 -0.604 1.647
H -1.485 1.722 4.371
H -0.125 0.632 4.008
H -1.757 -0.034 4.462
```

Values from the calculation:
HOMO (spin up / spin down) = -17.724 / -19.807 eV
energy above the lowest of the compared OMol25 structures with the same formula, charge and spin = 200.0 kJ/mol
F_max = 0.1258 hartree/bohr
M = 550.6 g/mol
net charge = +3
2S+1 = 6
DFT total energy = -2087.7126 Ha



Entry 9:
A 3-piece molecular cluster, C16H40BO12P2 overall in a non-equilibrium geometry, computed with ωB97M-V/def2-TZVPD.

```
71
Properties=species:S:1:pos:R:3
O 4.199 3.031 2.299
C 3.637 3.857 1.266
C 4.720 4.778 0.671
B 5.786 4.072 -0.367
O 5.446 4.056 -1.828
C 4.586 2.935 -1.871
C 5.337 1.920 -0.923
O 4.424 0.992 -0.303
O 6.128 2.655 -0.055
H 3.961 2.122 2.089
H 3.167 3.189 0.537
H 2.857 4.502 1.719
H 5.312 5.157 1.521
H 4.278 5.682 0.211
H 6.802 4.766 -0.364
H 4.442 2.427 -2.833
H 3.621 3.356 -1.530
H 6.077 1.308 -1.472
H 3.574 1.047 -0.753
O 0.287 1.329 -2.592
P -0.536 0.473 -3.506
O -0.423 -1.001 -2.779
C -1.162 -1.210 -1.572
C -2.641 -1.224 -1.829
O 0.551 0.326 -4.726
C 1.723 1.139 -4.809
C 2.901 0.456 -4.147
O -1.763 -0.004 -4.513
C -1.579 -0.581 -5.807
C -0.970 -1.965 -5.775
H -0.910 -0.440 -0.837
H -0.848 -2.172 -1.167
H -2.987 -0.238 -2.154
H -3.187 -1.493 -0.923
H -2.896 -1.933 -2.619
H 1.548 2.130 -4.394
H 1.937 1.280 -5.872
H 2.669 0.139 -3.130
H 3.764 1.118 -4.120
H 3.171 -0.446 -4.701
H -1.020 0.094 -6.454
H -2.580 -0.655 -6.241
H 0.029 -1.973 -5.343
H -0.895 -2.361 -6.790
H -1.581 -2.642 -5.175
O -2.599 -1.120 1.931
P -2.294 -1.817 3.243
O -3.708 -2.690 3.292
C -3.813 -3.843 2.460
C -2.890 -4.966 2.903
O -2.710 -0.557 4.211
C -2.782 0.788 3.737
C -4.190 1.127 3.290
O -1.740 -2.688 4.542
C -1.961 -2.345 5.913
C -3.403 -2.478 6.350
H -3.610 -3.565 1.420
H -4.850 -4.178 2.516
H -1.840 -4.688 2.774
H -3.075 -5.867 2.316
H -3.037 -5.193 3.958
H -2.053 0.968 2.948
H -2.502 1.433 4.573
H -4.574 0.398 2.577
H -4.221 2.117 2.833
H -4.866 1.117 4.147
H -1.559 -1.357 6.132
H -1.358 -3.049 6.492
H -4.068 -1.811 5.806
H -3.491 -2.241 7.412
H -3.764 -3.494 6.183
```

Values from the calculation:
HOMO = -3.781 eV
F_max = 0.1643 hartree/bohr
M = 497.2 g/mol
net charge = -1
DFT total energy = -2244.1419 Ha



Entry 10:
C14H26CaN3OS3Sb as an isolated structure, computed with ωB97M-V/def2-TZVPD.

```
49
Properties=species:S:1:pos:R:3
Ca -0.845 0.096 -0.014
C -1.261 -3.210 1.786
C 0.095 -2.560 1.738
C 0.381 -1.430 2.501
C 1.634 -0.823 2.453
C 2.629 -1.356 1.652
C 2.360 -2.493 0.896
C 1.108 -3.081 0.929
H -1.189 -4.216 2.208
H -1.684 -3.284 0.784
H -1.955 -2.630 2.393
H -0.394 -1.014 3.136
H 1.818 0.073 3.030
H 3.599 -0.879 1.601
H 3.135 -2.916 0.268
H 0.901 -3.957 0.325
N -2.051 -1.618 -3.288
C -2.161 -1.471 -1.949
O -1.285 -1.942 -1.207
C -3.369 -0.713 -1.400
C -3.252 -0.363 0.099
H -1.117 -1.837 -3.607
H -2.593 -0.989 -3.857
H -4.259 -1.312 -1.655
H -3.446 0.206 -1.991
H -3.598 -1.216 0.698
H -3.922 0.473 0.315
S -2.176 4.576 -0.006
Sb -0.321 3.426 -0.664
S 0.603 2.158 1.097
S -0.878 1.810 -2.306
C 4.032 -1.471 -2.427
C 2.718 -1.380 -3.212
C 2.571 -2.611 -4.099
C 2.709 -0.122 -4.074
N 1.535 -1.364 -2.335
N 1.407 -0.226 -1.493
H 4.891 -1.525 -3.099
H 4.042 -2.364 -1.798
H 4.176 -0.598 -1.786
H 3.419 -2.704 -4.780
H 1.653 -2.545 -4.685
H 2.522 -3.524 -3.498
H 3.476 -0.198 -4.848
H 2.906 0.776 -3.488
H 1.735 0.005 -4.550
H 1.514 -2.185 -1.741
H 0.954 0.525 -2.016
H 2.297 0.092 -1.120
```

Values from the calculation:
HOMO (spin up / spin down) = -3.858 / -4.032 eV
energy above the lowest of the compared OMol25 structures with the same formula, charge and spin = 12.5 kJ/mol
F_max = 0.0106 hartree/bohr
M = 510.4 g/mol
net charge = -1
2S+1 = 2
DFT total energy = -2901.1628 Ha